Record 1
C3H8N2O2 | ωB97M-V/def2-TZVPD

Each line ends with the Mulliken charge.
Geometry (Å):
C 2.239524 -2.044939 -0.116719  0.6977
C -1.987029 -0.760091 -0.665596  -0.5922
C 1.842715 0.931950 0.551208  -0.2045
N 2.153153 1.672424 1.566210  -0.4609
N -2.753678 0.333307 -1.309253  -0.5839
O 1.492064 -2.568964 0.588731  -0.3858
O 3.068872 -1.604725 -0.736530  -0.2974
H -2.251017 -1.605651 -1.268212  0.2972
H -0.979189 -0.515855 -0.709066  0.2091
H -2.234855 -0.927826 0.371982  0.2466
H 1.592243 1.687180 -0.243890  0.2187
H 2.018241 2.706067 1.487772  0.2297
H 2.021070 1.217790 2.504346  0.2026
H -2.413190 1.158465 -0.900482  0.2039
H -3.808920 0.320867 -1.120503  0.2192

Forces on atoms 1 to 2 (eV/Å):
C -1.3782 -1.5496 2.0568
C -2.7612 0.3010 -0.5341

Its HOMO energy (alpha / beta) is -6.219 / -9.215 eV. Its expectation value of S² is 2.005. The calculation puts the HOMO-LUMO gap (alpha / beta) at 6.97 / 8.07 eV. Its multiplicity is 3.

---

Record 2
C5H12N | ωB97M-V/def2-TZVPD

Each line ends with the Mulliken charge.
Geometry (Å):
C -2.376697 -1.218851 -1.033899  -1.1635
C -1.145772 -0.469427 -0.628920  0.4151
C 0.090755 -0.818338 -0.265666  -0.7603
C 1.307826 0.070312 -0.526493  -0.6466
C 1.308502 1.346929 0.424409  -0.6366
N 1.066533 0.810890 1.804237  -0.2446
H -2.169947 -2.227721 -1.392411  0.3337
H -3.090675 -1.368870 -0.223618  0.2935
H -2.857790 -0.651829 -1.820665  0.3352
H -1.258206 0.599023 -0.877913  0.1408
H 0.226424 -1.845123 0.066688  0.3739
H 1.127465 0.482699 -1.517549  0.3821
H 2.239043 -0.499328 -0.609385  0.3752
H 2.116653 2.016666 0.161302  0.3816
H 0.335560 1.728577 0.106441  0.3383
H 0.213201 0.234030 1.723179  0.3759
H 1.874677 0.264007 2.102232  0.3420
H 0.992448 1.546354 2.508033  0.3645

Forces on atoms 1 to 2 (eV/Å):
C 0.0971 -0.7840 0.7870
C 0.2166 1.4677 -0.6887

As for the net charge: +1. Its HOMO energy is -13.449 eV. The calculation puts the HOMO-LUMO gap at 9.90 eV. Its SMILES is C/C=C/CC[NH3+].

---

Record 3
C2HNO3S | ωB97M-V/def2-TZVPD

Each line ends with the Mulliken charge.
Geometry (Å):
C -1.877396 0.642187 0.007170  0.4659
C 2.162839 0.446692 -0.417337  0.4843
N -2.183236 -0.481636 -0.089299  -0.3624
O -1.453358 1.651523 0.331638  -0.3785
O 1.809768 1.551236 -0.554322  -0.3194
O 1.101297 -1.361147 0.934620  -0.3451
S 2.324243 -1.068524 0.054056  0.1733
H -1.884156 -1.380332 -0.266524  0.2819

Forces on atoms 1 to 2 (eV/Å):
C 1.4175 -1.2812 0.9261
C 1.1015 1.6360 -1.1355

Its HOMO energy (alpha / beta) is -8.249 / -10.942 eV. Its expectation value of S² is 2.015. The calculation puts the HOMO-LUMO gap (alpha / beta) at 8.67 / 8.20 eV. Its multiplicity is 3.

---

Record 4
C26H51N4O7P | ωB97M-V/def2-TZVPD

Each line ends with the Mulliken charge.
Geometry (Å):
C 5.052857 2.208801 -1.544100  -1.4291
C 4.725758 0.819031 -0.948608  -0.3954
C 3.723048 0.937152 0.212517  -0.6357
C 2.358619 1.405549 -0.300372  -1.5038
C 3.604428 -0.285889 1.181717  1.4238
P 3.199499 0.621875 2.847859  -0.2248
N 4.175903 -0.218169 3.984910  -0.4810
O 1.766694 -0.012064 3.376112  -0.4346
C 4.948176 -0.929225 1.451542  -0.4070
O 5.975762 -0.359746 1.693575  -0.6298
O 4.862218 -2.272963 1.388656  -0.4421
C 3.453347 -2.677391 1.514970  -0.1459
C 3.208916 -2.908334 3.002908  -1.6957
O 2.583581 -4.208068 3.101144  -0.2940
N 2.219466 -4.426139 4.470642  0.1301
O 2.791287 -5.334639 4.912010  -0.3168
C 2.764827 -1.527962 0.735826  2.2591
C 3.129139 -1.869121 -0.742087  -2.5571
C 1.212771 -1.443206 0.746369  -1.0753
C 0.421282 -2.384980 1.656155  -0.7829
C -1.090522 -2.100730 1.617698  0.7334
C -1.641052 -2.101747 0.190124  -2.0886
C -1.431903 -0.825231 2.398063  -0.1076
C -2.839568 -0.260659 2.133241  -0.4144
C -3.088442 0.862924 3.096478  -0.6835
C -3.004434 2.166520 2.847861  0.7804
C -3.094868 2.768474 1.470483  -1.2535
C -2.846703 3.159519 3.979236  -1.5470
H 4.614557 3.012562 -0.949074  0.3746
H 6.128542 2.381705 -1.545538  0.3406
H 4.693917 2.305414 -2.567803  0.3234
H 4.279167 0.215430 -1.735616  0.2471
H 5.656025 0.376465 -0.602916  0.4850
H 4.095157 1.756539 0.837563  0.7046
H 1.950099 0.744050 -1.062951  0.2076
H 1.647151 1.500740 0.524043  0.2068
H 2.459602 2.406789 -0.720758  0.5867
H 3.704590 -0.256150 4.881693  0.2298
H 5.069595 0.249369 4.084310  0.2581
H 1.061698 0.636382 3.271005  0.3080
H 3.420311 -3.645063 1.020420  0.9555
H 2.547844 -2.174444 3.453086  0.5409
H 4.154003 -2.932378 3.541059  0.7772
H 4.192429 -1.773374 -0.946088  0.5263
H 2.837076 -2.903085 -0.932978  0.5290
H 2.587610 -1.234978 -1.440156  0.4286
H 0.902492 -0.424883 0.970726  0.0388
H 0.870330 -1.637910 -0.269864  0.7961
H 0.733352 -2.289549 2.693757  0.0670
H 0.589181 -3.421616 1.351388  0.4860
H -1.563356 -2.928354 2.158501  0.5293
H -1.324346 -1.225563 -0.375943  0.1270
H -1.272619 -2.995275 -0.319182  0.4892
H -2.728891 -2.170105 0.213745  0.6442
H -0.722520 -0.024433 2.162886  -0.5240
H -1.355750 -1.023146 3.471560  0.5348
H -2.879090 0.095092 1.106099  0.1915
H -3.563577 -1.068300 2.271495  0.3691
H -3.313028 0.562513 4.118238  0.4119
H -2.382654 3.583921 1.329002  0.3790
H -2.954577 2.043117 0.673242  0.2482
H -4.092611 3.204210 1.361701  0.2874
H -2.406444 4.081506 3.598060  0.3888
H -3.808741 3.438799 4.418402  0.3004
H -2.202049 2.764774 4.761119  0.3761
C -4.457755 -1.224449 -4.265543  -0.9133
N -3.287520 -1.934559 -3.787313  0.1811
C -3.426178 -3.267147 -3.230149  -0.7867
C -2.061774 -1.385778 -3.842229  0.0437
O -1.034593 -1.912306 -3.452866  -0.6299
H -5.176931 -1.081379 -3.458701  0.3393
H -4.937262 -1.780527 -5.075041  0.3490
H -4.163043 -0.246499 -4.630310  0.2353
H -3.075823 -3.283085 -2.197519  0.1213
H -2.821890 -3.971869 -3.802793  0.3063
H -4.468423 -3.574547 -3.261599  0.3973
H -2.070538 -0.375267 -4.287811  0.3576
C -1.867918 4.196173 -4.058657  -0.9234
N -3.156597 3.536298 -4.088573  0.0904
C -4.251705 4.139822 -4.829357  -0.9529
C -3.380694 2.374344 -3.448708  0.2762
O -4.445428 1.782874 -3.446469  -0.6535
H -1.953345 5.190272 -3.615610  0.3523
H -1.462189 4.297918 -5.066968  0.3534
H -1.172474 3.608338 -3.462387  0.2765
H -5.090501 4.350859 -4.165916  0.2982
H -4.603743 3.464521 -5.609410  0.2764
H -3.905376 5.065793 -5.281841  0.3920
H -2.492864 1.995845 -2.913399  0.2615

Forces on atoms 1 to 2 (eV/Å):
C 0.0807 -0.1152 0.1726
C -0.2690 0.5530 -0.1064

Its HOMO energy is -8.378 eV. The calculation puts the HOMO-LUMO gap at 8.55 eV. Its SMILES is CC[C@@H](C)[C@]1(P(N)O)C(=O)O[C@@H](CON=O)[C@@]1(C)CC[C@H](C)CCC=C(C)C.CN(C)C=O.CN(C)C=O.

---

Record 5
C7H21N4OP | ωB97M-V/def2-TZVPD

Each line ends with the Mulliken charge.
Geometry (Å):
C -0.808272 -1.083773 -2.212361  -1.0818
C -2.421781 -1.114990 -0.396049  -1.0824
C -0.065747 2.055938 -1.414644  -1.0378
C 1.396854 2.048754 0.516953  -1.2246
C 2.510628 -0.824217 -0.884722  -1.1506
C 1.596305 -2.330383 0.761718  -1.1129
C -2.191759 1.063180 2.584593  -0.3977
N -0.260982 -0.370415 1.761798  -0.9011
N -1.150067 -0.648782 -0.881202  0.3503
N 0.536956 1.292556 -0.355998  0.4007
N 1.347369 -1.237084 -0.145562  0.3804
O -1.511492 1.990802 3.245058  -0.4184
P 0.034144 -0.215677 0.261201  0.4215
H -1.553837 -0.723214 -2.933724  0.3597
H 0.168044 -0.688666 -2.481603  0.3293
H -0.773265 -2.179112 -2.282693  0.2876
H -2.563588 -2.186281 -0.585452  0.2966
H -2.451502 -0.940128 0.679271  0.3080
H -3.246375 -0.571917 -0.874657  0.2865
H -0.494170 2.990375 -1.030239  0.2867
H 0.681870 2.316988 -2.176004  0.2591
H -0.859646 1.480689 -1.881456  0.3555
H 0.894239 2.946423 0.897930  0.3387
H 1.663416 1.415093 1.363606  0.3617
H 2.311943 2.361793 -0.000733  0.3278
H 3.371000 -0.638698 -0.227616  0.3258
H 2.790294 -1.615556 -1.590623  0.3390
H 2.291932 0.083254 -1.441535  0.3283
H 2.428004 -2.114446 1.444189  0.2848
H 0.698573 -2.487698 1.354986  0.3533
H 1.834073 -3.240364 0.202987  0.3287
H -2.660940 1.406828 1.679438  0.3877
H -2.525695 0.162949 3.068679  0.3287
H -1.016525 1.595781 3.974465  0.3808

Forces on atoms 1 to 2 (eV/Å):
C 0.0155 0.0207 0.0170
C -0.2397 0.1056 0.0726

Its HOMO energy (alpha / beta) is -7.912 / -7.305 eV. The calculation puts the HOMO-LUMO gap (alpha / beta) at 8.42 / 7.12 eV.

---

Record 6
C4H12S | ωB97M-V/def2-TZVPD

Each line ends with the Mulliken charge.
Geometry (Å):
C -0.040687 -0.848078 -1.929272  -0.3628
S -1.606455 -0.033469 -2.150261  -0.0652
C -2.491764 -0.738145 -0.740149  -0.6072
H 0.024194 -1.895560 -2.220670  0.3450
H 0.649069 -0.316242 -2.575132  0.3062
H 0.392975 -0.707277 -0.942953  -0.2421
H -2.747852 -1.761790 -0.964996  0.2694
H -3.435501 -0.209011 -0.613230  0.3041
H -1.855195 -0.622213 0.135540  0.0701
C 1.433899 0.111422 1.516658  -0.7012
C 1.335958 1.645999 1.524062  -0.8534
H 1.852821 -0.199486 0.564892  0.1538
H 2.119640 -0.233537 2.279808  0.3459
H 0.447061 -0.323308 1.645778  0.1959
H 2.317834 2.107025 1.590355  0.3067
H 0.916826 1.986826 0.577079  0.2587
H 0.687175 2.036844 2.302490  0.2760

Forces on atoms 1 to 2 (eV/Å):
C 0.9198 0.1332 -0.2483
S -0.3440 0.0882 0.1090

Its HOMO energy is -8.511 eV. The calculation puts the HOMO-LUMO gap at 9.52 eV. Its SMILES is CSC.CC.

---

| no. | E (hartree) |
| --- | --- |
| 1 | -378.92316 |
| 2 | -252.17053 |
| 3 | -755.34310 |
| 4 | -2108.25375 |
| 5 | -914.79513 |
| 6 | -557.76432 |